# 1
The following is a quantum chemistry calculation of C38H51BrCsN10O2 as an isolated structure, from OMol25.

Atoms and positions in Å:
Cs1 0.01916 0.11532 -0.76576
O1 -3.02293 -0.57637 2.79708
C1 -3.42383 -1.78918 2.99057
C2 -4.05877 -2.18544 4.19841
C3 -4.48710 -3.47813 4.41038
C4 -4.32730 -4.46206 3.43784
C5 -3.71806 -4.10225 2.24323
C6 -3.26404 -2.81443 2.00763
C7 -2.56866 -2.49737 0.69856
O2 -2.62509 -1.14432 0.36652
N1 -1.18331 -2.97716 0.84137
N2 -0.36766 -3.01808 -0.21163
C8 0.75107 -3.62796 -0.10272
C9 1.78870 -3.59396 -1.12831
Br1 1.47249 -2.51342 -2.64672
C10 2.93777 -4.25902 -0.95735
C11 4.16329 -4.21395 -1.76439
C12 4.85109 -5.39671 -2.03666
C13 6.03000 -5.37873 -2.76508
C14 6.54823 -4.17248 -3.21395
C15 5.88667 -2.98802 -2.92114
C16 4.70316 -3.00242 -2.20055
H1 -2.70983 -0.67915 1.26727
H2 -4.19841 -1.42151 4.95501
H3 -4.96430 -3.72826 5.35251
H4 -4.67571 -5.47280 3.60268
H5 -3.59046 -4.84585 1.46012
H6 -3.03006 -3.05341 -0.12853
H7 -0.97842 -3.55243 1.65113
H8 1.02025 -4.14750 0.82239
H9 2.97800 -4.89170 -0.07457
H10 4.45034 -6.33841 -1.68034
H11 6.54584 -6.30707 -2.97665
H12 7.47268 -4.15265 -3.77717
H13 6.29673 -2.03882 -3.24221
H14 4.21421 -2.07029 -1.94999
C17 -5.06912 3.11192 0.21376
N3 -4.64595 2.63091 -1.08055
C18 -5.57489 2.77823 -2.18219
C19 -4.74759 2.28254 -3.35696
N4 -3.41651 2.67618 -2.95465
C20 -2.29168 2.17535 -3.70252
C21 -3.33854 2.68259 -1.55700
N5 -2.21321 2.67820 -0.97427
C22 -2.03289 2.70284 0.46248
C23 -0.53105 2.81702 0.79217
N6 -0.10033 1.83684 1.76118
C24 -0.47337 1.81923 2.97753
N7 -0.10060 0.79479 3.83194
C25 0.31363 -0.47813 3.28332
C26 -1.01644 0.76707 4.95893
C27 -1.37046 2.23851 5.08078
N8 -1.29424 2.69683 3.70216
C28 -1.20996 4.12832 3.54483
H15 -6.11894 2.84604 0.34412
H16 -4.97858 4.20224 0.30845
H17 -4.51294 2.63375 1.01375
H18 -5.87648 3.82688 -2.32229
H19 -6.47087 2.17830 -2.01335
H20 -5.03143 2.74983 -4.30146
H21 -4.83404 1.19105 -3.46405
H22 -2.36957 2.50005 -4.74157
H23 -2.23884 1.07682 -3.67911
H24 -1.37604 2.56976 -3.27086
H25 -2.40581 1.77671 0.91718
H26 -2.57382 3.52712 0.93961
H27 -0.24751 3.84416 1.04770
H28 0.01186 2.60425 -0.13113
H29 0.98022 -0.32280 2.43938
H30 -0.55206 -1.06247 2.95563
H31 0.86169 -1.03032 4.04930
H32 -0.52376 0.38110 5.85340
H33 -1.89704 0.16157 4.71916
H34 -0.63570 2.76933 5.70539
H35 -2.36794 2.40534 5.49092
H36 -1.94954 4.58745 4.20330
H37 -1.44145 4.44135 2.53150
H38 -0.22065 4.52222 3.81645
C29 5.13164 0.46065 1.39663
C30 3.67721 0.15468 0.99666
C31 3.42306 -1.33929 1.20318
C32 3.28136 0.58600 -0.40163
H39 5.36315 0.16742 2.42796
H40 5.33647 1.52789 1.28885
H41 5.81808 -0.07118 0.72915
H42 3.03891 0.69515 1.71337
H43 4.04489 -1.92162 0.51481
H44 2.38354 -1.59580 0.98574
H45 3.65755 -1.67274 2.21967
H46 3.95578 0.11130 -1.14148
H47 3.42992 1.67656 -0.49732
N9 4.27028 4.38947 -6.66881
C33 3.63452 3.67977 -6.02522
C34 2.83276 2.79129 -5.22726
C35 1.67248 2.23497 -5.76351
C36 0.94053 1.39030 -4.94776
N10 1.29264 1.09330 -3.70045
C37 2.40778 1.61670 -3.19465
C38 3.21386 2.48426 -3.92644
H48 1.35843 2.45427 -6.77360
H49 0.02789 0.93506 -5.31744
H50 2.64327 1.31274 -2.17519
H51 4.11068 2.89581 -3.48659

As for the energy relative to the best compared isomer or geometry (same formula, charge and spin): 0.000 eV. As for the charge: -1. As for the total energy: -129818.7062 eV. The orbital gap is 4.62 eV. The HOMO energy comes out at -2.730 eV.

Results of the Mulliken charge analysis, in e, for atoms 1 through 8:
1. Cs 1.12
2. O -0.67
3. C 0.58
4. C -0.84
5. C -0.46
6. C -0.79
7. C -0.22
8. C -0.02

***

# 2
The following is a quantum chemistry calculation of C38H51CoN3OP2STe as an isolated structure, from OMol25.

Atoms and positions in Å:
Co1 -0.24815 -0.67936 -0.25915
C1 0.12915 0.07559 3.12321
P1 0.84705 -0.71614 1.66842
C2 1.27748 -2.39249 2.21513
C3 2.44816 0.11087 1.36933
C4 3.07825 -0.54524 0.13928
P2 1.82137 -0.60709 -1.19200
C5 2.37422 -1.87889 -2.35188
C6 1.99282 0.96801 -2.06936
H1 -0.78874 -0.43093 3.41946
H2 -0.09791 1.11201 2.87757
H3 0.83921 0.03708 3.95078
H4 2.08361 -2.36755 2.94978
H5 1.57789 -3.00764 1.36765
H6 0.40249 -2.85989 2.66686
H7 3.09038 0.03860 2.25020
H8 2.24409 1.16898 1.18617
H9 3.38237 -1.57113 0.36054
H10 3.96690 -0.01306 -0.20606
H11 3.39362 -1.66607 -2.67798
H12 1.71910 -1.89995 -3.22262
H13 2.34512 -2.85579 -1.86997
H14 3.03211 1.14172 -2.35371
H15 1.65239 1.76610 -1.40773
H16 1.36895 0.96209 -2.96402
N1 -3.97624 -1.81497 -0.00510
C7 -2.97048 -1.98838 -0.86665
S1 -1.50314 -2.66151 -0.25537
N2 -3.20452 -1.66159 -2.13351
C8 -2.35547 -1.54163 -3.27664
C9 -1.16091 -2.22521 -3.45739
C10 -0.44240 -2.02852 -4.63110
C11 -0.90112 -1.17425 -5.62076
C12 -2.11039 -0.51707 -5.44242
C13 -2.83338 -0.70066 -4.27725
H17 -3.86721 -2.17026 0.92966
H18 -4.87616 -1.45553 -0.28193
H19 -4.12485 -1.27781 -2.30987
H20 -0.81138 -2.93274 -2.72431
H21 0.47441 -2.58349 -4.78233
H22 -0.33832 -1.04344 -6.53433
H23 -2.49952 0.13108 -6.21597
H24 -3.77912 -0.18713 -4.14489
C14 -1.34026 8.17457 4.39719
C15 -1.05048 7.22537 3.27110
C16 -1.50900 5.91685 3.28994
C17 -1.25246 5.01371 2.26222
C18 -1.74711 3.60594 2.46559
C19 -0.51939 5.46971 1.16542
Te1 -0.02576 4.38172 -0.57033
N3 -0.39681 2.46453 -0.19781
C20 -1.41570 1.93312 -0.83942
O1 -1.54840 0.66323 -0.90538
C21 -2.50252 2.70676 -1.51236
C22 -2.90355 2.29079 -2.78281
C23 -3.87285 2.99771 -3.47366
C24 -4.47592 4.10800 -2.89313
C25 -4.09847 4.51210 -1.62141
C26 -3.10764 3.82012 -0.93778
C27 2.05377 4.17655 -0.30628
C28 2.64702 3.89531 0.92816
C29 1.88265 3.71465 2.21177
C30 4.03170 3.76593 0.97559
C31 4.82784 3.90002 -0.15397
C32 6.32278 3.78106 -0.07428
C33 4.20441 4.17397 -1.36578
C34 2.82814 4.33192 -1.47061
C35 2.26855 4.65450 -2.83648
C36 -0.05351 6.79572 1.09910
C37 0.75158 7.34826 -0.05308
C38 -0.32292 7.64322 2.16296
H25 -1.86444 7.68000 5.21229
H26 -1.95795 9.00406 4.05080
H27 -0.41740 8.60030 4.79151
H28 -2.08665 5.57470 4.14116
H29 -2.73815 3.62826 2.91898
H30 -1.09063 3.07374 3.16179
H31 -1.79974 3.01583 1.55656
H32 -2.44189 1.41878 -3.22580
H33 -4.16320 2.68161 -4.46686
H34 -5.23905 4.65436 -3.43041
H35 -4.57721 5.36255 -1.15579
H36 -2.86071 4.13988 0.07384
H37 0.87582 3.33357 2.05159
H38 1.78506 4.65917 2.75193
H39 2.41190 3.01934 2.86348
H40 4.49971 3.55442 1.93056
H41 6.64524 3.44086 0.90767
H42 6.79203 4.74688 -0.26606
H43 6.70182 3.08530 -0.82314
H44 4.81054 4.29775 -2.25631
H45 3.02848 5.14855 -3.43869
H46 1.40405 5.31648 -2.81320
H47 1.97140 3.74817 -3.37094
H48 0.43579 6.97408 -1.03153
H49 1.81551 7.12567 0.05602
H50 0.64194 8.42992 -0.09376
H51 0.03463 8.66561 2.11796

As for the energy relative to the best compared isomer or geometry (same formula, charge and spin): 0.000 eV. As for the charge: +2. As for the spin multiplicity: 2. As for the total energy: -121073.6665 eV. The orbital gap (alpha / beta) is 7.35 / 8.61 eV. The HOMO energy (alpha / beta) comes out at -13.481 / -13.445 eV.

Results of the Mulliken charge analysis, in e, for atoms 1 through 8:
1. Co 0.10
2. C -0.85
3. P 0.97
4. C -1.41
5. C 0.15
6. C -1.67
7. P 1.19
8. C -0.93

***

# 3
The following is a quantum chemistry calculation of C38H51IN4O5ScSi4 as an isolated structure, from OMol25.

Atoms and positions in Å:
Sc1 -0.18786 0.87466 0.50235
C1 -3.24002 4.17565 0.34707
O1 -4.28851 3.26210 0.64695
C2 -4.10571 2.42744 1.71920
C3 -5.13667 2.32894 2.62985
C4 -5.05866 1.46613 3.72448
C5 -3.91737 0.71697 3.90429
C6 -2.85792 0.79127 2.99085
C7 -1.66704 0.01040 3.25897
N1 -0.62795 -0.01719 2.50928
N2 0.44688 -0.72566 3.04823
C8 1.50685 -0.54520 2.32115
O2 1.56138 0.16848 1.23822
C9 2.77796 -1.16511 2.78860
C10 2.79822 -2.06696 3.84918
C11 3.99476 -2.63690 4.25207
C12 5.18051 -2.30585 3.60725
C13 5.16349 -1.40267 2.55417
C14 3.96499 -0.83827 2.14329
C15 -2.94182 1.62797 1.85375
O3 -2.02085 1.66318 0.93630
H1 -3.67616 4.92065 -0.31661
H2 -2.39695 3.68434 -0.13522
H3 -2.88773 4.66864 1.25949
H4 -6.01347 2.94271 2.46281
H5 -5.88067 1.39947 4.42430
H6 -3.82301 0.05207 4.75521
H7 -1.63322 -0.56208 4.18698
H8 1.86749 -2.31652 4.33888
H9 4.00307 -3.34671 5.07002
H10 6.11377 -2.75583 3.92297
H11 6.08394 -1.14319 2.04570
H12 3.92896 -0.14316 1.31564
C16 -2.89811 1.83722 -2.92659
C17 -1.60008 2.52988 -3.18316
N3 -1.49028 3.35733 -4.19212
C18 -0.32071 4.00862 -4.38753
C19 0.75001 3.91968 -3.53863
C20 1.96367 4.76723 -3.79558
O4 2.10628 5.83381 -2.85478
C21 0.64401 3.05910 -2.41661
C22 1.65469 3.08144 -1.38225
N4 1.54583 2.52915 -0.22485
C23 2.63015 2.71722 0.66357
C24 3.93939 2.44348 0.27976
C25 4.98458 2.58608 1.17889
C26 4.73369 2.99672 2.47887
C27 3.43180 3.26945 2.87679
C28 2.39294 3.12949 1.97273
I1 0.42859 3.50084 2.56332
C29 -0.50867 2.27285 -2.27765
O5 -0.63528 1.37760 -1.36400
H13 -3.62602 2.13953 -3.67634
H14 -3.26990 2.06910 -1.92595
H15 -2.76502 0.75631 -2.94882
H16 -0.27041 4.64542 -5.26449
H17 1.90940 5.16208 -4.81522
H18 2.88376 4.18508 -3.71910
H19 1.22995 6.20737 -2.71337
H20 2.53432 3.69427 -1.58581
H21 4.12193 2.07159 -0.72090
H22 5.99368 2.35085 0.86583
H23 5.54330 3.09088 3.19026
H24 3.22097 3.58041 3.89073
C30 -4.01450 -0.94783 -0.99075
Si1 -2.84893 -2.38604 -0.62404
C31 -3.37381 -3.04270 1.06766
C32 -3.26863 -3.72157 -1.89781
Si2 -0.60863 -1.74177 -0.54419
Si3 0.42959 -3.65312 0.36471
C33 0.01343 -5.32801 -0.42195
C34 0.02743 -4.00387 2.18571
C35 2.30995 -3.44619 0.20714
Si4 0.29299 -1.78743 -2.70385
C36 0.70364 -3.50192 -3.40084
C37 1.93025 -0.82944 -2.65661
C38 -0.72062 -0.99596 -4.08697
H25 -5.04038 -1.22083 -0.72413
H26 -4.00596 -0.68380 -2.04976
H27 -3.73702 -0.05635 -0.42413
H28 -4.42547 -3.34465 1.04892
H29 -3.25938 -2.26723 1.82985
H30 -2.77464 -3.90042 1.37680
H31 -4.33571 -3.96362 -1.87028
H32 -2.70539 -4.63869 -1.71661
H33 -3.02556 -3.38205 -2.90784
H34 -1.05701 -5.53316 -0.35137
H35 0.53402 -6.11449 0.13450
H36 0.30383 -5.40244 -1.47022
H37 -0.82072 -4.69025 2.24695
H38 -0.21092 -3.11370 2.76370
H39 0.88443 -4.49788 2.65443
H40 2.65859 -3.83408 -0.75355
H41 2.83260 -3.98727 1.00161
H42 2.60543 -2.39762 0.26898
H43 1.51102 -3.98354 -2.84604
H44 1.02003 -3.40906 -4.44432
H45 -0.16550 -4.16227 -3.36831
H46 2.69609 -1.38906 -2.11569
H47 1.79614 0.12715 -2.14467
H48 2.30123 -0.62670 -3.66660
H49 -1.73482 -1.39737 -4.14996
H50 -0.21537 -1.21113 -5.03392
H51 -0.79090 0.08654 -3.98922

As for the energy relative to the best compared isomer or geometry (same formula, charge and spin): 0.000 eV. As for the charge: -1. As for the total energy: -116752.8187 eV. The orbital gap is 6.19 eV. The HOMO energy comes out at -4.259 eV.

Results of the Mulliken charge analysis, in e, for atoms 1 through 8:
1. Sc -1.61
2. C -0.39
3. O -0.53
4. C -0.41
5. C -0.42
6. C -0.84
7. C -0.93
8. C 0.78